Here is a single C2H3Cl3O molecule at a distorted geometry from the Open Molecules 2025 dataset. Energies are from ωB97M-V/def2-TZVPD.

Output
Relative energy (zero: lowest compared OMol25 entry of this formula, charge and spin): 50.76 kcal per mole
LUMO level: 0.5 eV
HOMO: -11.0 eV
SMILES: OCC(Cl)(Cl)Cl
Frontier orbital gap: 11.5 eV

```
! RIJCOSX wB97M-V def2-TZVPD def2/J DEFGRID3
* xyz 0 1
H -0.107 0.748 1.250
Cl 0.170 -1.069 -1.663
H 0.052 -0.857 1.208
O -1.619 0.133 0.412
C 0.687 0.154 -0.473
Cl 0.548 1.755 -1.202
C -0.205 0.052 0.743
H -1.881 -0.714 -0.309
Cl 2.354 -0.201 0.034
*
```

Atom charges from the Löwdin analysis, given in e for atoms 1 to 2: -0.01 0.60

---

Here is a molecular structure, C2H3Cl3O6Pd from the Open Molecules 2025 dataset. Energies are from ωB97M-V/def2-TZVPD.

Output
Relative energy (zero: lowest compared OMol25 entry of this formula, charge and spin): 0.00 kcal per mole
LUMO level: -2.1 eV
HOMO: -10.4 eV
Frontier orbital gap: 8.3 eV

```
! RIJCOSX wB97M-V def2-TZVPD def2/J DEFGRID3
* xyz 0 1
O -0.427 -3.170 -1.243
Pd 0.648 -0.263 -0.014
O -0.091 1.503 -0.228
O -0.478 3.190 -1.616
H 0.376 1.457 -2.216
O 1.772 -3.245 -2.096
H -1.030 1.377 3.470
Cl 0.657 0.235 2.322
H -0.964 1.813 1.709
Cl 0.824 -2.530 -1.350
C -0.075 2.078 -1.420
C -0.963 1.021 2.449
O 0.643 -1.143 -1.910
Cl -2.248 -0.114 2.120
O 1.356 -2.209 0.023
*
```

Atom charges from the Löwdin analysis, given in e for atoms 1 to 2: -0.25 0.84

---

Here is 2 unconnected molecules or ions with the total composition C2H3Cl3S at a distorted geometry from the Open Molecules 2025 dataset. Energies are from ωB97M-V/def2-TZVPD.

Output
Relative energy (zero: lowest compared OMol25 entry of this formula, charge and spin): 53.17 kcal per mole
LUMO level: 0.4 eV
HOMO: -9.1 eV
Frontier orbital gap: 9.6 eV

```
! RIJCOSX wB97M-V def2-TZVPD def2/J DEFGRID3
* xyz 0 1
Cl 1.432 -0.948 1.673
H 0.011 0.894 1.057
H 0.261 1.844 -0.556
Cl -1.725 -0.197 -1.351
S 0.913 1.107 -1.451
C -0.065 -0.298 -1.054
C 0.078 -0.153 1.051
Cl -1.384 -0.957 1.877
H 0.479 -1.293 -1.247
*
```

Atom charges from the Löwdin analysis, given in e for atoms 1 to 2: 0.59 -0.03

---

Here is 2 unconnected molecules or ions with the total composition C2H3ClF2S at a distorted geometry from the Open Molecules 2025 dataset. Energies are from ωB97M-V/def2-TZVPD.

Output
Relative energy (zero: lowest compared OMol25 entry of this formula, charge and spin): 29.75 kcal per mole
LUMO level: 0.6 eV
HOMO: -9.1 eV
SMILES: FC(F)=CS.Cl
Frontier orbital gap: 9.7 eV

```
! RIJCOSX wB97M-V def2-TZVPD def2/J DEFGRID3
* xyz 0 1
H 0.981 -1.407 -1.303
H 1.363 0.389 1.567
F -0.557 1.902 0.087
Cl -2.666 -1.057 0.526
H -2.010 0.134 0.313
F -0.154 0.372 -1.391
C 1.074 0.194 0.544
C 0.121 0.770 -0.167
S 1.849 -1.296 -0.176
*
```

Atom charges from the Löwdin analysis, given in e for atoms 1 to 2: -0.07 0.08

---

Here is 2 unconnected molecules or ions with the total composition C2H3ClFI at a distorted geometry from the Open Molecules 2025 dataset. Energies are from ωB97M-V/def2-TZVPD.

Output
Relative energy (zero: lowest compared OMol25 entry of this formula, charge and spin): 17.52 kcal per mole
LUMO level: 0.2 eV
HOMO: -10.0 eV
SMILES: C=C(F)Cl.I
Frontier orbital gap: 10.2 eV

```
! RIJCOSX wB97M-V def2-TZVPD def2/J DEFGRID3
* xyz 0 1
I 4.669 0.737 0.001
Cl 0.562 -0.911 -0.014
C -1.913 0.203 0.348
F -1.734 -2.050 -0.191
H -2.908 0.075 0.138
H 3.913 1.721 -1.189
H -1.396 1.104 0.737
C -1.192 -0.878 0.172
*
```

Atom charges from the Löwdin analysis, given in e for atoms 1 to 2: 0.27 0.63

---

Here is a single C2H3ClFNS2 molecule at a distorted geometry from the Open Molecules 2025 dataset. Energies are from ωB97M-V/def2-TZVPD.

Output
Relative energy (zero: lowest compared OMol25 entry of this formula, charge and spin): 3.03 kcal per mole
LUMO level: -0.3 eV
HOMO: -9.2 eV
SMILES: F[C@H](Cl)C(=S)NS
Frontier orbital gap: 8.9 eV

```
! RIJCOSX wB97M-V def2-TZVPD def2/J DEFGRID3
* xyz 0 1
C -0.257 -1.144 0.188
S -1.180 -0.005 -2.168
C -0.593 0.142 -0.618
F -0.622 -1.071 1.508
H -0.408 2.095 -0.794
Cl 1.504 -1.461 0.110
S 0.333 1.850 1.400
N -0.249 1.342 -0.096
H -0.760 -2.015 -0.288
H 1.589 1.489 1.178
*
```

Atom charges from the Löwdin analysis, given in e for atoms 1 to 2: -0.73 0.67

---

Here is a single C2H3ClFP molecule at a distorted geometry from the Open Molecules 2025 dataset. Energies are from ωB97M-V/def2-TZVPD.

Output
Relative energy (zero: lowest compared OMol25 entry of this formula, charge and spin): 88.82 kcal per mole
LUMO level (alpha / beta): -1.4 / -1.4 eV
HOMO (alpha / beta): -8.6 / -8.6 eV
SMILES: C=P(F)=CCl
Frontier orbital gap (alpha / beta): 7.2 / 7.2 eV

```
! RIJCOSX wB97M-V def2-TZVPD def2/J DEFGRID3
* xyz 0 1
H -1.173 -1.830 0.007
C -1.484 -0.887 -0.412
P -0.053 0.089 0.156
H 2.330 -0.218 0.551
H 2.344 1.322 -0.361
C 1.695 0.510 0.106
F -0.588 1.510 -0.291
Cl -3.070 -0.498 0.244
*
```

Atom charges from the Löwdin analysis, given in e for atoms 1 to 2: -0.05 -0.72

---

Here is a single C2H3ClFP molecule at a distorted geometry from the Open Molecules 2025 dataset. Energies are from ωB97M-V/def2-TZVPD.

Output
Relative energy (zero: lowest compared OMol25 entry of this formula, charge and spin): 23.77 kcal per mole
LUMO level: 0.2 eV
HOMO: -9.9 eV
SMILES: FP1C[C@H]1Cl
Frontier orbital gap: 10.1 eV

```
! RIJCOSX wB97M-V def2-TZVPD def2/J DEFGRID3
* xyz 0 1
P -0.439 -1.229 0.470
H -0.102 0.963 1.560
H -1.038 1.169 0.185
H 0.276 -0.040 -1.502
C -0.278 0.600 0.503
C 0.611 -0.010 -0.416
Cl 2.613 -0.136 -0.175
F -1.644 -1.317 -0.625
*
```

Atom charges from the Löwdin analysis, given in e for atoms 1 to 2: 0.93 0.11

---

Here is a single C2H3ClFP molecule at a distorted geometry from the Open Molecules 2025 dataset. Energies are from ωB97M-V/def2-TZVPD.

Output
Relative energy (zero: lowest compared OMol25 entry of this formula, charge and spin): 9.89 kcal per mole
LUMO level: 0.8 eV
HOMO: -9.6 eV
SMILES: FP1C[C@H]1Cl
Frontier orbital gap: 10.5 eV

```
! RIJCOSX wB97M-V def2-TZVPD def2/J DEFGRID3
* xyz 0 1
C -0.586 0.101 -0.482
C 0.297 -0.624 0.540
Cl -2.294 0.147 -0.048
F 1.884 1.326 -0.593
H -0.419 0.217 -1.564
H -0.456 -0.873 1.322
P 0.618 1.217 0.466
H 0.956 -1.512 0.360
*
```

Atom charges from the Löwdin analysis, given in e for atoms 1 to 2: -0.91 -0.39

---

Here is 3 unconnected molecules or ions with the total composition C2H3ClN at a distorted geometry from the Open Molecules 2025 dataset. Energies are from ωB97M-V/def2-TZVPD.

Output
Relative energy (zero: lowest compared OMol25 entry of this formula, charge and spin): 99.82 kcal per mole
LUMO level (alpha / beta): -8.1 / -8.1 eV
HOMO (alpha / beta): -15.1 / -15.1 eV
Frontier orbital gap (alpha / beta): 7.0 / 7.0 eV

```
! RIJCOSX wB97M-V def2-TZVPD def2/J DEFGRID3
* xyz 1 1
N -0.524 -0.904 0.086
H 1.107 1.864 0.038
C -0.324 0.407 0.218
H -0.131 -3.173 0.116
H 1.707 2.453 -0.037
Cl -1.327 1.450 -0.515
C -0.508 -2.098 0.095
*
```

Atom charges from the Löwdin analysis, given in e for atoms 1 to 2: 0.01 -0.04

---

Here is a molecular structure, C2H3ClN2 at a distorted geometry from the Open Molecules 2025 dataset. Energies are from ωB97M-V/def2-TZVPD.

Output
Relative energy (zero: lowest compared OMol25 entry of this formula, charge and spin): 156.26 kcal per mole
LUMO level (alpha / beta): -0.1 / -0.1 eV
HOMO (alpha / beta): -8.1 / -8.1 eV
Frontier orbital gap (alpha / beta): 8.0 / 8.0 eV

```
! RIJCOSX wB97M-V def2-TZVPD def2/J DEFGRID3
* xyz 0 1
Cl 1.096 1.522 -0.201
N 1.169 -0.686 0.843
N -0.028 -0.870 0.551
H -0.359 0.642 -1.606
C -0.492 1.230 -0.765
H 1.824 -1.096 0.270
C -1.108 -0.321 0.328
H -2.101 -0.421 0.581
*
```

Atom charges from the Löwdin analysis, given in e for atoms 1 to 2: 0.61 0.01

---

Here is a single C2H3ClN2 molecule at a distorted geometry from the Open Molecules 2025 dataset. Energies are from ωB97M-V/def2-TZVPD.

Output
Relative energy (zero: lowest compared OMol25 entry of this formula, charge and spin): 108.18 kcal per mole
LUMO level: 0.2 eV
HOMO: -8.5 eV
Frontier orbital gap: 8.7 eV

```
! RIJCOSX wB97M-V def2-TZVPD def2/J DEFGRID3
* xyz 0 1
N 2.457 0.292 -0.033
H -0.729 0.284 0.718
H 0.105 -0.976 0.060
C 3.565 0.245 0.428
C 0.029 0.171 -0.065
N 1.384 0.777 -0.187
H -0.416 0.479 -1.081
Cl 5.103 -0.278 -0.063
*
```

Atom charges from the Löwdin analysis, given in e for atoms 1 to 2: -0.14 0.06

---

Here is a single C2H3ClN2O molecule at a distorted geometry from the Open Molecules 2025 dataset. Energies are from ωB97M-V/def2-TZVPD.

Output
Relative energy (zero: lowest compared OMol25 entry of this formula, charge and spin): 17.79 kcal per mole
LUMO level: 0.8 eV
HOMO: -10.1 eV
SMILES: O=C1NC(Cl)N1
Frontier orbital gap: 10.9 eV

```
! RIJCOSX wB97M-V def2-TZVPD def2/J DEFGRID3
* xyz 0 1
N -0.313 0.498 -1.029
O -2.230 1.469 -0.040
H -0.340 0.516 -2.049
Cl 2.280 0.849 0.085
H 0.955 -1.046 0.011
C -1.180 0.896 0.039
N -0.358 0.402 0.999
C 0.810 -0.002 -0.028
H -0.353 0.696 2.001
*
```

Atom charges from the Löwdin analysis, given in e for atoms 1 to 2: 0.07 0.08

---

Here is a single C2H3ClN2O molecule at a distorted geometry from the Open Molecules 2025 dataset. Energies are from ωB97M-V/def2-TZVPD.

Output
Relative energy (zero: lowest compared OMol25 entry of this formula, charge and spin): 84.60 kcal per mole
LUMO level: -0.4 eV
HOMO: -9.3 eV
SMILES: ClN1C=NCO1
Frontier orbital gap: 8.9 eV

```
! RIJCOSX wB97M-V def2-TZVPD def2/J DEFGRID3
* xyz 0 1
N -0.938 -0.797 -0.065
H -1.471 1.112 -1.176
C -0.988 0.701 -0.158
H -1.631 1.155 0.718
C 0.286 -1.124 0.200
Cl 2.721 -0.044 -0.386
O 0.358 1.113 0.089
H 0.577 -2.101 0.308
N 1.086 -0.014 0.469
*
```

Atom charges from the Löwdin analysis, given in e for atoms 1 to 2: 0.08 0.15

---

Here is a single C2H3ClO2 molecule at a distorted geometry from the Open Molecules 2025 dataset. Energies are from ωB97M-V/def2-TZVPD.

Output
Relative energy (zero: lowest compared OMol25 entry of this formula, charge and spin): 96.59 kcal per mole
LUMO level: 0.7 eV
HOMO: -9.3 eV
SMILES: C=C(Cl)OO
Frontier orbital gap: 9.9 eV

```
! RIJCOSX wB97M-V def2-TZVPD def2/J DEFGRID3
* xyz 0 1
O 1.672 -1.131 -0.121
H -1.688 1.564 0.106
O 0.430 -0.911 0.346
H -1.971 -0.281 0.104
H 1.440 -1.575 -0.960
C -1.333 0.546 0.141
C 0.022 0.334 0.191
Cl 1.428 1.454 0.194
*
```

Atom charges from the Löwdin analysis, given in e for atoms 1 to 2: -0.06 0.06

---

Here is a single C2H3ClO3S molecule at a distorted geometry from the Open Molecules 2025 dataset. Energies are from ωB97M-V/def2-TZVPD.

Output
Relative energy (zero: lowest compared OMol25 entry of this formula, charge and spin): 4.33 kcal per mole
LUMO level: -0.1 eV
HOMO: -10.8 eV
SMILES: O=CCS(=O)(=O)Cl
Frontier orbital gap: 10.7 eV

```
! RIJCOSX wB97M-V def2-TZVPD def2/J DEFGRID3
* xyz 0 1
C -1.416 0.664 -0.044
H -0.673 -1.223 -0.786
C -0.575 -0.549 0.061
H -2.475 0.442 -0.294
O 1.668 0.628 1.298
Cl 2.302 -1.653 -0.202
O 1.525 0.869 -1.169
O -0.998 1.771 0.107
H -0.670 -1.075 1.008
S 1.313 0.126 0.019
*
```

Atom charges from the Löwdin analysis, given in e for atoms 1 to 2: -0.32 0.09

---

Here is a molecular structure, C2H3CoO at a distorted geometry from the Open Molecules 2025 dataset. Energies are from ωB97M-V/def2-TZVPD.

Output
Relative energy (zero: lowest compared OMol25 entry of this formula, charge and spin): 22.25 kcal per mole
LUMO level (alpha / beta): -12.4 / -14.1 eV
HOMO (alpha / beta): -20.6 / -20.6 eV
Frontier orbital gap (alpha / beta): 8.2 / 6.5 eV

```
! RIJCOSX wB97M-V def2-TZVPD def2/J DEFGRID3
* xyz 2 5
H -1.790 0.012 -0.205
H 0.608 1.614 0.502
C -0.857 -0.511 0.021
O 0.701 0.764 0.045
C 0.217 -0.472 0.821
H -1.117 -1.516 -0.350
Co 2.238 0.109 -0.834
*
```

Atom charges from the Löwdin analysis, given in e for atoms 1 to 2: 0.16 0.16

---

Here is a molecular structure, C2H3CoO2 at a distorted geometry from the Open Molecules 2025 dataset. Energies are from ωB97M-V/def2-TZVPD.

Output
Relative energy (zero: lowest compared OMol25 entry of this formula, charge and spin): 0.00 kcal per mole
LUMO level (alpha / beta): -13.4 / -14.8 eV
HOMO (alpha / beta): -19.0 / -22.9 eV
Frontier orbital gap (alpha / beta): 5.6 / 8.1 eV

```
! RIJCOSX wB97M-V def2-TZVPD def2/J DEFGRID3
* xyz 2 5
H -1.586 1.164 -0.281
O -0.013 -0.219 0.251
C -1.564 0.262 0.339
C 0.957 0.606 0.578
H -2.131 -0.673 0.356
H -1.851 0.658 1.316
O 0.955 1.666 1.065
Co 0.125 -1.583 -1.060
*
```

Atom charges from the Löwdin analysis, given in e for atoms 1 to 2: 0.13 -0.20

---

Here is a molecular structure, C2H3DyLiO2 at a distorted geometry from the Open Molecules 2025 dataset. Energies are from ωB97M-V/def2-TZVPD.

Output
Relative energy (zero: lowest compared OMol25 entry of this formula, charge and spin): 0.00 kcal per mole
LUMO level (alpha / beta): -5.0 / -5.2 eV
HOMO (alpha / beta): -12.0 / -12.0 eV
Frontier orbital gap (alpha / beta): 6.9 / 6.8 eV

```
! RIJCOSX wB97M-V def2-TZVPD def2/J DEFGRID3
* xyz 1 6
O -0.438 1.753 1.813
H 0.339 3.290 -1.296
H 2.255 0.202 2.992
C 1.604 0.852 2.399
Dy 0.910 3.144 0.618
O 2.055 1.316 1.208
H -0.148 0.755 3.667
Li -0.084 0.262 0.363
C 0.323 1.137 2.757
*
```

Atom charges from the Löwdin analysis, given in e for atoms 1 to 2: -0.48 -0.18

---

Here is 2 unconnected molecules or ions with the total composition C2H3F2N at a distorted geometry from the Open Molecules 2025 dataset. Energies are from ωB97M-V/def2-TZVPD.

Output
Relative energy (zero: lowest compared OMol25 entry of this formula, charge and spin): 165.31 kcal per mole
LUMO level (alpha / beta): -1.1 / -0.1 eV
HOMO (alpha / beta): -10.7 / -10.0 eV
Frontier orbital gap (alpha / beta): 9.6 / 9.9 eV

```
! RIJCOSX wB97M-V def2-TZVPD def2/J DEFGRID3
* xyz 0 1
H 0.200 -1.058 -1.669
F -1.185 1.312 0.125
N -0.093 0.730 -0.529
F 2.050 0.045 0.291
H -0.561 1.052 2.508
C -0.144 -0.737 -0.690
H -0.996 -1.276 -0.300
C 0.729 -0.068 0.263
*
```

Atom charges from the Löwdin analysis, given in e for atoms 1 to 2: 0.11 -0.10